Formula: C39H94N6O11
Source: OMol25
Level of theory: ωB97M-V with the def2-TZVPD basis set

Properties
Kohn-Sham gap: 8.62 eV
SMILES: CC1(C)CCCC(C)(C)N1O.COCCNCCOC.COCCNCCOC.COCCNCCOC.COCCNCCOC.COCCNCCOC
E_tot: -73415.9943 eV
Energy relative to the best compared isomer or geometry (same formula, charge and spin): 109.3 kcal/mol

ORCA input file:
```
! wB97M-V def2-TZVPD RIJCOSX def2/J DEFGRID3
* xyz 0 1
C -12.664 6.355 -5.401
C -13.582 5.077 -5.412
C -15.039 5.503 -5.246
C -13.408 4.322 -6.892
C -11.988 3.806 -6.852
C -11.792 2.728 -5.766
C -12.041 3.240 -4.339
C -12.354 1.964 -3.605
C -10.719 3.863 -3.692
N -13.247 4.097 -4.335
O -13.702 4.445 -3.109
H -12.862 7.136 -6.134
H -12.879 6.886 -4.473
H -11.615 6.072 -5.319
H -15.430 6.209 -5.980
H -15.702 4.660 -5.054
H -14.975 6.077 -4.322
H -14.170 3.554 -7.021
H -13.400 5.083 -7.672
H -11.867 3.314 -7.816
H -11.228 4.588 -6.841
H -10.772 2.358 -5.871
H -12.464 1.916 -6.046
H -11.583 1.212 -3.770
H -13.358 1.589 -3.803
H -12.403 2.121 -2.528
H -10.955 4.314 -2.728
H -10.337 4.671 -4.315
H -9.969 3.083 -3.559
H -14.502 3.914 -3.085
C -5.021 -5.598 1.646
O -6.163 -5.802 2.455
C -6.792 -4.584 2.816
C -5.987 -3.539 3.475
N -5.507 -3.868 4.831
C -4.421 -2.952 5.189
C -3.416 -3.550 6.156
O -2.823 -4.706 5.618
C -1.839 -5.201 6.464
H -5.257 -5.112 0.699
H -4.539 -6.565 1.503
H -4.149 -5.026 1.964
H -7.645 -4.798 3.459
H -7.120 -4.059 1.919
H -6.567 -2.616 3.503
H -5.178 -3.373 2.764
H -5.094 -4.788 4.899
H -4.857 -2.007 5.514
H -3.877 -2.524 4.347
H -3.851 -3.586 7.155
H -2.773 -2.704 6.397
H -2.196 -5.302 7.489
H -0.834 -4.783 6.417
H -1.792 -6.267 6.241
C 14.517 2.660 -3.724
O 13.373 3.419 -4.145
C 12.300 3.344 -3.180
C 11.508 2.090 -3.030
N 12.015 1.130 -2.119
C 11.498 -0.239 -2.273
C 10.039 -0.114 -1.869
O 9.195 -1.183 -1.824
C 9.549 -2.123 -0.794
H 15.028 2.995 -2.821
H 15.291 2.701 -4.490
H 14.330 1.603 -3.534
H 11.551 4.056 -3.526
H 12.387 3.782 -2.186
H 11.393 1.764 -4.064
H 10.513 2.402 -2.714
H 12.961 1.050 -2.466
H 11.904 -0.771 -1.412
H 11.690 -0.719 -3.233
H 9.531 0.435 -2.661
H 9.884 0.461 -0.956
H 10.096 -1.692 0.044
H 10.156 -2.920 -1.224
H 8.685 -2.708 -0.480
C 10.512 -1.766 7.197
O 10.762 -3.050 6.744
C 12.133 -3.436 6.626
C 12.234 -4.927 6.649
N 11.495 -5.502 5.560
C 11.448 -6.941 5.624
C 10.300 -7.582 4.761
O 9.045 -7.014 5.282
C 7.896 -7.451 4.584
H 9.509 -1.737 7.624
H 10.475 -1.127 6.315
H 11.315 -1.446 7.861
H 12.929 -2.906 7.148
H 12.361 -2.979 5.662
H 11.831 -5.219 7.619
H 13.281 -5.143 6.435
H 10.534 -5.194 5.595
H 11.304 -7.245 6.660
H 12.414 -7.362 5.345
H 10.345 -8.656 4.942
H 10.333 -7.343 3.699
H 7.078 -7.889 5.156
H 8.062 -8.324 3.952
H 7.430 -6.645 4.018
C 0.644 5.281 -3.015
O -0.094 4.234 -3.700
C -1.226 4.619 -4.548
C -2.421 5.334 -3.866
N -2.977 4.547 -2.756
C -4.027 5.148 -1.956
C -3.300 6.035 -0.939
O -2.145 5.521 -0.465
C -2.221 4.749 0.716
H 0.004 6.160 -2.947
H 1.471 5.640 -3.628
H 1.057 4.985 -2.051
H -1.531 3.659 -4.963
H -0.715 5.291 -5.238
H -3.110 5.371 -4.710
H -2.191 6.363 -3.592
H -2.181 4.575 -2.136
H -4.717 4.433 -1.508
H -4.748 5.646 -2.604
H -4.010 6.495 -0.252
H -3.075 6.926 -1.525
H -2.790 3.880 0.385
H -2.657 5.197 1.609
H -1.166 4.485 0.786
C -3.100 -1.022 -1.855
O -2.281 -1.952 -1.157
C -0.909 -1.714 -1.176
C -0.456 -0.754 -0.087
N -0.686 -1.299 1.254
C 0.145 -2.379 1.868
C 1.443 -1.826 2.459
O 2.394 -2.909 2.676
C 3.689 -2.546 3.263
H -2.949 -0.865 -2.924
H -3.042 -0.036 -1.394
H -4.154 -1.250 -1.702
H -0.442 -1.461 -2.128
H -0.516 -2.696 -0.912
H -0.950 0.188 -0.325
H 0.586 -0.439 -0.028
H -1.662 -1.544 1.340
H 0.328 -3.164 1.134
H -0.389 -2.788 2.726
H 1.165 -1.278 3.360
H 1.896 -1.000 1.910
H 4.095 -1.596 2.915
H 4.466 -3.277 3.040
H 3.744 -2.355 4.335
*
```